Molecular formula: CH7N2Si
Method: DFT, the ωB97M-V functional and the def2-TZVPD basis

The geometry in XYZ format:
```
11
Properties=species:S:1:pos:R:3:nbo_charge:R:1
C 0.400 -0.145 -0.003 0.241
N 1.038 -1.162 0.467 -0.671
N 1.076 0.877 -0.549 -0.736
Si -1.532 0.203 0.010 0.739
H 1.985 -1.317 0.396 0.421
H 0.437 -1.806 0.792 0.415
H 2.128 1.102 -0.411 0.445
H 0.451 1.634 -0.791 0.416
H -2.193 0.026 -1.346 -0.066
H -2.146 -0.920 0.663 -0.124
H -1.645 1.510 0.773 -0.079
```

## Properties
Kohn-Sham gap = 11.9824 eV
molecular weight = 75.17 g/mol
charge = +1
SMILES string = NC(=[NH2+])[SiH3]
HOMO level = -0.5940 Ha
energy above the lowest of the compared OMol25 structures with the same formula, charge and spin = 0.8508 eV

***

Molecular formula: CH7N3O
Method: DFT, the ωB97M-V functional and the def2-TZVPD basis

The geometry in XYZ format:
```
12
Properties=species:S:1:pos:R:3:nbo_charge:R:1
C -0.690 0.195 -0.594 0.071
N 0.571 0.120 0.037 -0.108
N 0.558 0.423 1.344 -0.643
N 0.344 -1.545 -0.367 -0.784
O -0.733 1.840 -0.785 -0.823
H -0.241 2.061 -1.583 0.453
H 1.478 0.458 1.760 0.390
H -0.309 0.299 1.866 0.357
H 0.095 -2.002 0.510 0.336
H 1.292 -1.800 -0.630 0.360
H -0.806 -0.159 -1.613 0.220
H -1.557 0.111 0.055 0.170
```

## Properties
Kohn-Sham gap = 9.9049 eV
molecular weight = 77.09 g/mol
SMILES string = NN(N)CO
HOMO level = -0.3254 Ha
energy above the lowest of the compared OMol25 structures with the same formula, charge and spin = 5.3842 eV

***

Molecular formula: CH7N3OP
Method: DFT, the ωB97M-V functional and the def2-TZVPD basis

The geometry in XYZ format:
```
13
Properties=species:S:1:pos:R:3:nbo_charge:R:1
C -0.995 -0.142 -0.085 0.794
N -2.112 0.392 0.284 -0.726
N -0.044 0.494 -0.707 -0.425
N 1.221 -0.221 -0.883 -0.780
O -0.783 -1.356 0.433 -0.608
P 2.542 -0.188 0.334 0.601
H -2.300 1.325 0.430 0.426
H -2.557 -0.187 0.923 0.426
H -0.084 1.585 -0.951 0.447
H 1.294 -0.654 -1.778 0.410
H -0.071 -1.806 0.060 0.523
H 2.208 1.268 0.514 -0.036
H 1.680 -0.510 1.425 -0.053
```

## Properties
Kohn-Sham gap = 11.0490 eV
molecular weight = 108.06 g/mol
charge = +1
SMILES string = N/C(O)=[NH+]/NP
HOMO level = -0.5339 Ha
energy above the lowest of the compared OMol25 structures with the same formula, charge and spin = 0.9403 eV

***

Molecular formula: CH7N3S
Method: DFT, the ωB97M-V functional and the def2-TZVPD basis

The geometry in XYZ format:
```
12
Properties=species:S:1:pos:R:3:nbo_charge:R:1
C 0.977 0.753 -0.437 -0.412
N 0.689 -1.472 -0.079 -0.680
N -1.004 0.154 0.574 -0.647
N -0.022 -0.261 -0.350 -0.169
S -2.521 0.273 -0.137 0.175
H 1.752 0.512 -1.170 0.219
H 0.484 1.681 -0.750 0.203
H 1.467 0.997 0.662 0.143
H 1.188 -1.346 0.797 0.326
H 0.094 -2.299 -0.104 0.366
H -0.980 -0.545 1.345 0.361
H -2.124 1.554 -0.351 0.115
```

## Properties
Kohn-Sham gap = 9.3869 eV
molecular weight = 93.15 g/mol
SMILES string = CN(N)NS
HOMO level = -0.3161 Ha
energy above the lowest of the compared OMol25 structures with the same formula, charge and spin = 2.8026 eV

***

Molecular formula: CH7N4
Method: DFT, the ωB97M-V functional and the def2-TZVPD basis

The geometry in XYZ format:
```
12
Properties=species:S:1:pos:R:3:nbo_charge:R:1
C -0.216 1.853 0.138 -0.439
N 0.376 0.725 0.688 -0.051
N 1.102 -1.467 0.523 -0.555
N -0.934 -0.851 -0.990 -0.668
N 0.402 -0.425 0.336 0.336
H -0.736 2.276 0.901 0.250
H -0.857 1.478 -0.739 0.224
H 0.574 2.483 -0.313 0.273
H 1.867 -1.424 1.265 0.450
H 1.011 -2.361 -0.045 0.462
H -1.754 -0.441 -0.819 0.361
H -0.835 -1.846 -0.943 0.358
```

## Properties
Kohn-Sham gap (spin up / spin down) = 9.2543 / 9.2536 eV
molecular weight = 75.09 g/mol
charge = +1
HOMO level (spin up / spin down) = -0.5477 / -0.5476 Ha
energy above the lowest of the compared OMol25 structures with the same formula, charge and spin = 4.6211 eV

***

Molecular formula: CH7N4
Method: DFT, the ωB97M-V functional and the def2-TZVPD basis

The geometry in XYZ format:
```
12
Properties=species:S:1:pos:R:3:nbo_charge:R:1
C 0.049 -1.156 -0.145 -0.126
N -0.530 -0.045 0.548 -0.165
N 0.408 0.145 -0.463 -0.156
N -2.306 0.545 -0.192 -0.557
N 1.657 0.651 -0.021 -0.512
H 0.782 -1.674 0.512 0.196
H -0.357 -1.772 -1.000 0.250
H -2.544 1.241 0.613 0.371
H -2.872 -0.326 -0.039 0.358
H 2.401 0.263 -0.484 0.436
H 1.644 0.499 1.008 0.446
H 1.669 1.627 -0.337 0.457
```

## Properties
Kohn-Sham gap (spin up / spin down) = 9.6431 / 9.6374 eV
molecular weight = 75.09 g/mol
charge = +1
HOMO level (spin up / spin down) = -0.5258 / -0.5259 Ha
energy above the lowest of the compared OMol25 structures with the same formula, charge and spin = 5.0069 eV

***

Molecular formula: CH7N4
Method: DFT, the ωB97M-V functional and the def2-TZVPD basis

The geometry in XYZ format:
```
12
Properties=species:S:1:pos:R:3:nbo_charge:R:1
C -2.420 0.068 -0.125 0.397
N -3.275 0.908 0.007 -0.478
N -0.113 -0.799 -0.117 -0.749
N -1.619 -0.856 0.109 -0.135
N 2.263 0.344 0.331 -0.997
H 1.124 -0.097 0.370 0.437
H -3.985 1.319 -0.443 0.426
H 0.132 -0.665 -1.105 0.370
H 0.026 -1.740 0.085 0.388
H 2.493 1.089 -0.467 0.450
H 2.648 0.993 1.134 0.453
H 2.726 -0.565 0.222 0.437
```

## Properties
Kohn-Sham gap (spin up / spin down) = 5.8597 / 7.7225 eV
multiplicity = 3
molecular weight = 75.09 g/mol
charge = +1
HOMO level (spin up / spin down) = -0.3446 / -0.5354 Ha
energy above the lowest of the compared OMol25 structures with the same formula, charge and spin = 3.3976 eV

***

Molecular formula: CH7N4O
Method: DFT, the ωB97M-V functional and the def2-TZVPD basis

The geometry in XYZ format:
```
13
Properties=species:S:1:pos:R:3:nbo_charge:R:1
C -1.430 -0.085 0.157 0.707
N 0.598 0.984 0.225 -0.367
N -2.130 0.778 -0.480 -0.728
N 2.390 -0.289 -0.678 -0.651
N 1.564 0.099 0.518 -0.311
O -1.720 -1.022 0.923 -0.618
H -1.611 1.438 -0.912 0.435
H -3.088 0.928 -0.321 0.411
H 1.873 0.099 -1.469 0.376
H 3.186 0.349 -0.746 0.362
H 2.278 0.542 1.108 0.427
H 1.211 -0.777 0.957 0.437
H -2.523 -1.099 1.359 0.519
```

## Properties
Kohn-Sham gap (spin up / spin down) = 7.8748 / 8.1436 eV
molecular weight = 91.09 g/mol
charge = +1
HOMO level (spin up / spin down) = -0.4837 / -0.4733 Ha
energy above the lowest of the compared OMol25 structures with the same formula, charge and spin = 5.1894 eV

***

Molecular formula: CH7N4P2
Method: DFT, the ωB97M-V functional and the def2-TZVPD basis

The geometry in XYZ format:
```
14
Properties=species:S:1:pos:R:3:nbo_charge:R:1
C -0.902 -0.214 1.429 0.595
N 1.073 0.145 -2.806 -1.165
N -1.048 -0.465 2.745 -0.825
N 0.135 -0.457 0.712 -0.859
N -1.929 0.494 0.830 -0.816
P -0.298 -0.060 -2.281 1.418
P 2.465 0.389 -3.770 0.613
H -0.317 -0.849 3.404 0.439
H -2.023 -0.176 3.113 0.407
H 0.768 -1.218 1.127 0.368
H -2.486 1.026 1.461 0.402
H -1.760 0.673 -0.149 0.384
H 3.306 -0.531 -3.110 0.013
H 3.016 1.243 -2.705 0.025
```

## Properties
Kohn-Sham gap = 6.7852 eV
molecular weight = 137.04 g/mol
charge = +1
HOMO level = -0.4648 Ha
energy above the lowest of the compared OMol25 structures with the same formula, charge and spin = 2.1380 eV

***

Molecular formula: CH7N5
Method: DFT, the ωB97M-V functional and the def2-TZVPD basis

The geometry in XYZ format:
```
13
Properties=species:S:1:pos:R:3:nbo_charge:R:1
C 0.034 -0.206 0.001 0.539
H 1.581 2.232 -1.292 0.362
H 1.960 1.944 0.289 0.349
H -0.399 1.784 0.179 0.372
H 1.801 -0.733 -0.279 0.365
H -1.880 -0.008 -0.394 0.364
H -1.066 -2.384 0.046 0.359
H -1.617 -1.957 1.465 0.346
N 1.556 1.533 -0.535 -0.665
N 0.187 1.135 -0.368 -0.497
N 0.924 -1.128 0.048 -0.766
N -1.323 -0.426 0.347 -0.486
N -1.757 -1.787 0.495 -0.640
```

## Properties
Kohn-Sham gap = 10.1538 eV
molecular weight = 89.10 g/mol
SMILES string = N=C(NN)NN
HOMO level = -0.3423 Ha
energy above the lowest of the compared OMol25 structures with the same formula, charge and spin = 0.0000 eV

***

Molecular formula: CH7NO
Method: DFT, the ωB97M-V functional and the def2-TZVPD basis

The geometry in XYZ format:
```
10
Properties=species:S:1:pos:R:3:nbo_charge:R:1
C 0.109 1.107 -1.030 -0.462
H -0.259 -0.973 -1.204 0.365
H 1.256 -0.644 -1.103 0.355
H 0.868 1.570 -0.175 0.198
H 0.320 1.625 -2.025 0.211
H -0.903 1.154 -0.415 0.242
H 0.204 -0.718 0.863 0.485
H 0.079 -1.179 2.373 0.439
N 0.352 -0.342 -0.747 -0.834
O -0.585 -0.635 1.636 -0.999
```

## Properties
Kohn-Sham gap = 10.7959 eV
molecular weight = 49.07 g/mol
SMILES string = CN.O
HOMO level = -0.3641 Ha
energy above the lowest of the compared OMol25 structures with the same formula, charge and spin = 1.8548 eV

***

Molecular formula: CH7NO3P
Method: DFT, the ωB97M-V functional and the def2-TZVPD basis

The geometry in XYZ format:
```
13
Properties=species:S:1:pos:R:3:nbo_charge:R:1
C -1.723 -1.130 0.698 -0.493
N -0.500 -0.552 0.991 -0.409
O 1.618 2.482 -0.389 -0.953
O 2.830 0.369 0.008 -0.954
O 1.810 0.853 -2.259 -0.964
P 1.534 0.928 -0.684 2.020
H -1.753 -1.832 1.558 0.289
H -2.608 -0.533 0.717 0.221
H -1.715 -1.670 -0.350 0.245
H -0.358 0.284 1.581 0.355
H 1.066 3.114 -0.840 0.546
H 2.602 -0.191 0.812 0.553
H 2.713 0.544 -2.482 0.543
```

## Properties
Kohn-Sham gap (spin up / spin down) = 6.6244 / 9.2078 eV
molecular weight = 112.04 g/mol
charge = +1
HOMO level (spin up / spin down) = -0.5264 / -0.5346 Ha
energy above the lowest of the compared OMol25 structures with the same formula, charge and spin = 4.7250 eV

***

Molecular formula: CH7NOS2
Method: DFT, the ωB97M-V functional and the def2-TZVPD basis

The geometry in XYZ format:
```
12
Properties=species:S:1:pos:R:3:nbo_charge:R:1
S -2.276 0.756 -5.191 -0.100
S -1.349 -0.572 -4.033 -0.144
H -2.251 0.315 -6.443 0.118
H -0.069 -0.271 -3.677 0.127
N 0.084 0.125 1.725 -0.886
C 1.279 0.154 2.488 0.094
O 1.071 -0.475 3.732 -0.746
H -0.062 -0.333 0.875 0.382
H -0.614 0.601 2.164 0.370
H 2.150 -0.262 1.990 0.163
H 1.376 1.311 2.717 0.153
H 0.662 -1.348 3.653 0.469
```

## Properties
Kohn-Sham gap = 9.2919 eV
molecular weight = 113.21 g/mol
SMILES string = NCO.SS
HOMO level = -0.3352 Ha
energy above the lowest of the compared OMol25 structures with the same formula, charge and spin = 0.9989 eV

***

Molecular formula: CH7NP2
Method: DFT, the ωB97M-V functional and the def2-TZVPD basis

The geometry in XYZ format:
```
11
Properties=species:S:1:pos:R:3:nbo_charge:R:1
C -1.046 -0.276 -1.494 -0.988
N 0.200 0.723 0.595 -1.254
P 0.581 1.348 2.150 0.560
P -1.394 0.299 0.223 0.935
H -1.954 -0.692 -1.922 0.245
H -0.268 -1.039 -1.506 0.233
H -0.734 0.574 -2.104 0.233
H 0.949 0.364 0.012 0.399
H 1.658 2.138 1.714 -0.054
H 1.455 0.321 2.548 -0.057
H -1.626 -1.749 1.133 -0.251
```

## Properties
Kohn-Sham gap = 8.4265 eV
molecular weight = 95.02 g/mol
HOMO level = -0.2999 Ha
energy above the lowest of the compared OMol25 structures with the same formula, charge and spin = 1.8557 eV

***

Molecular formula: CH7NS
Method: DFT, the ωB97M-V functional and the def2-TZVPD basis

The geometry in XYZ format:
```
10
Properties=species:S:1:pos:R:3:nbo_charge:R:1
S -2.033 0.066 -1.305 -0.308
H -2.694 -0.941 -0.550 0.162
C 0.745 -0.012 0.915 -0.427
N 1.818 -0.151 -0.018 -0.862
H 0.332 1.038 0.895 0.176
H -0.138 -0.712 1.028 0.197
H 1.352 0.026 1.741 0.191
H -3.065 0.889 -1.499 0.146
H 1.586 -0.916 -0.675 0.356
H 2.097 0.715 -0.531 0.368
```

## Properties
Kohn-Sham gap = 9.4770 eV
molecular weight = 65.14 g/mol
SMILES string = CN.S
HOMO level = -0.3212 Ha
energy above the lowest of the compared OMol25 structures with the same formula, charge and spin = 1.2802 eV

***

Molecular formula: CH7Na5O7
Method: DFT, the ωB97M-V functional and the def2-TZVPD basis

The geometry in XYZ format:
```
20
Properties=species:S:1:pos:R:3:nbo_charge:R:1
Na 0.734 0.275 -2.815 0.991
Na -2.667 -1.515 2.561 0.895
Na 1.329 0.331 5.348 0.530
Na 3.532 2.985 1.991 0.679
Na -1.562 3.369 2.025 0.531
O 0.624 -0.080 1.263 -1.392
H 0.407 -0.743 0.579 0.400
C -4.291 -0.328 -2.067 0.878
O -3.585 -1.366 -2.125 -0.561
O -4.385 0.279 -1.037 -0.524
O -4.946 0.045 -3.012 -0.430
O 4.237 -1.835 1.610 -0.932
H 3.308 -1.866 1.383 0.479
H 4.277 -1.271 2.383 0.453
O 0.410 -3.816 -1.282 -0.947
H 0.437 -4.421 -0.540 0.476
H -0.523 -3.665 -1.433 0.472
O 0.820 4.207 -1.419 -0.962
H 1.667 4.592 -1.643 0.478
H 0.176 4.822 -1.771 0.486
```

## Properties
Kohn-Sham gap = 1.8719 eV
molecular weight = 246.01 g/mol
charge = +2
HOMO level = -0.3529 Ha

***

Molecular formula: CH7O2S
Method: DFT, the ωB97M-V functional and the def2-TZVPD basis

The geometry in XYZ format:
```
11
Properties=species:S:1:pos:R:3:nbo_charge:R:1
C 0.764 1.499 0.526 -0.746
S 0.735 -0.304 1.050 -0.743
H 1.097 1.815 -0.467 0.175
H -0.302 1.771 0.650 0.183
H 1.155 2.280 1.180 0.168
H -3.756 -1.586 1.394 0.462
H -2.532 -1.189 0.491 0.502
O -3.491 -1.335 0.506 -0.972
H 2.057 -1.539 -2.325 0.449
H 1.832 -0.593 -1.142 0.507
O 2.440 -0.819 -1.864 -0.985
```

## Properties
Kohn-Sham gap = 6.5651 eV
molecular weight = 83.13 g/mol
charge = -1
HOMO level = -0.0984 Ha
energy above the lowest of the compared OMol25 structures with the same formula, charge and spin = 0.7023 eV

***

Molecular formula: CH7O2S
Method: DFT, the ωB97M-V functional and the def2-TZVPD basis

The geometry in XYZ format:
```
11
Properties=species:S:1:pos:R:3:nbo_charge:R:1
C 1.680 -0.387 -0.064 -0.815
S 0.449 0.683 -0.869 0.098
H 1.337 -0.796 0.953 0.256
H 2.616 0.208 0.293 0.237
H 1.943 -1.250 -0.628 0.239
H -1.007 -1.136 -0.404 0.463
H -0.538 -2.074 0.668 0.458
O -1.186 -2.075 -0.065 -0.938
H -1.909 0.980 0.995 0.462
H -0.666 1.667 0.698 0.452
O -1.194 1.300 1.529 -0.912
```

## Properties
Kohn-Sham gap (spin up / spin down) = 10.8794 / 7.0135 eV
multiplicity = 2
molecular weight = 83.13 g/mol
HOMO level (spin up / spin down) = -0.3760 / -0.3618 Ha
energy above the lowest of the compared OMol25 structures with the same formula, charge and spin = 0.4456 eV

***

Molecular formula: CH7O5
Method: DFT, the ωB97M-V functional and the def2-TZVPD basis

The geometry in XYZ format:
```
13
Properties=species:S:1:pos:R:3:nbo_charge:R:1
O -0.074 -2.170 0.424 -0.746
C -0.837 -1.629 -0.377 0.638
O -1.384 -0.474 -0.296 -0.851
H -1.201 -2.164 -1.276 0.018
H -1.502 0.594 1.297 0.509
H -2.852 1.309 1.321 0.458
O -1.916 1.477 1.465 -0.992
H -0.363 0.963 -0.437 0.508
H -0.300 2.513 -0.350 0.459
O -0.036 1.774 -0.906 -1.001
H 3.312 -1.453 -0.035 0.480
H 3.268 0.006 -0.430 0.480
O 3.884 -0.746 -0.400 -0.960
```

## Properties
Kohn-Sham gap = 9.1108 eV
molecular weight = 99.06 g/mol
charge = -1
HOMO level = -0.1879 Ha
energy above the lowest of the compared OMol25 structures with the same formula, charge and spin = 0.6844 eV